1.
Computed, not measured: a single C11H17NO2S molecule, with the ωB97M-V functional and the def2-TZVPD basis.

Output
Largest force on an atom   0.01226 hartree/bohr
SMILES string   CC(C)OC[C@H](O)CSc1ccccn1
HOMO-LUMO gap   9.285 eV
Energy relative to the best compared isomer or geometry (same formula, charge and spin)   61.2 kJ/mol

Structure (ORCA input):
```
! wB97M-V def2-TZVPD RIJCOSX def2/J DEFGRID3
* xyz 0 1
C 1.398 2.837 -0.902
H 1.688 2.856 -1.949
H 0.398 2.417 -0.823
H 1.372 3.855 -0.525
C 2.411 2.015 -0.097
C 1.971 1.891 1.362
H 0.988 1.432 1.430
H 1.923 2.880 1.810
H 2.683 1.291 1.922
O 2.706 0.770 -0.712
C 1.679 -0.194 -0.760
C 1.887 -1.337 0.266
O 2.390 -2.506 -0.329
H 1.730 -2.848 -0.946
C 0.616 -1.640 1.066
H 0.783 -2.508 1.703
H 0.295 -0.786 1.658
S -0.796 -2.074 -0.009
C -1.756 -0.601 0.021
N -1.294 0.439 0.696
C -2.022 1.545 0.722
C -3.236 1.670 0.075
C -3.716 0.574 -0.637
C -2.970 -0.585 -0.668
H -3.295 -1.464 -1.201
H -4.660 0.629 -1.158
H -3.792 2.593 0.121
H -1.595 2.361 1.291
H 2.669 -1.028 0.969
H 1.708 -0.628 -1.767
H 0.701 0.267 -0.612
H 3.382 2.525 -0.134
*
```

***

2.
Computed, not measured: 13 unconnected molecules or ions with the total composition C47H117N13O13, with the ωB97M-V functional and the def2-TZVPD basis.

Output
Largest force on an atom   0.07864 hartree/bohr
HOMO-LUMO gap   8.893 eV
Energy relative to the best compared isomer or geometry (same formula, charge and spin)   0.0 kJ/mol

Structure (ORCA input):
```
! wB97M-V def2-TZVPD RIJCOSX def2/J DEFGRID3
* xyz 0 1
C 18.231 18.336 17.425
C 19.432 17.354 17.667
C 18.814 15.975 18.049
C 18.273 15.216 16.843
C 19.396 15.110 15.819
C 19.987 16.451 15.401
N 20.361 17.125 16.609
O 20.876 18.432 16.202
C 21.300 16.100 14.611
C 19.007 17.205 14.409
C 20.182 17.824 18.902
H 18.007 18.664 18.449
H 17.401 17.767 16.986
H 18.507 19.188 16.777
H 19.629 15.426 18.513
H 18.077 16.230 18.803
H 17.396 15.705 16.409
H 17.869 14.215 17.066
H 19.104 14.622 14.907
H 20.233 14.530 16.199
H 22.137 15.755 15.220
H 21.015 15.355 13.861
H 21.654 16.995 14.096
H 19.390 18.185 14.150
H 19.096 16.548 13.537
H 17.976 17.288 14.781
H 19.482 17.691 19.738
H 20.450 18.884 18.928
H 21.078 17.229 19.073
H 21.809 18.433 16.439
C 18.785 14.363 11.532
C 17.825 14.809 10.402
C 18.475 14.488 9.062
C 18.350 13.067 8.685
C 16.912 12.628 8.641
C 16.164 12.901 9.982
N 16.460 14.278 10.400
O 15.990 14.357 11.781
C 14.601 12.841 9.666
C 16.506 11.700 10.944
C 17.753 16.375 10.489
H 18.927 13.284 11.449
H 18.385 14.623 12.525
H 19.741 14.851 11.405
H 17.902 15.058 8.297
H 19.467 14.930 9.104
H 18.894 12.376 9.327
H 18.804 13.006 7.687
H 16.791 11.573 8.398
H 16.434 13.196 7.828
H 14.394 11.840 9.285
H 14.010 13.048 10.568
H 14.300 13.561 8.912
H 16.286 11.844 12.002
H 15.880 10.934 10.449
H 17.557 11.382 10.859
H 17.243 16.840 9.659
H 18.814 16.676 10.458
H 17.365 16.679 11.464
H 15.185 14.913 11.732
C 10.911 10.812 14.484
C 11.773 9.997 13.501
C 12.213 8.797 14.282
C 12.916 7.658 13.477
C 11.992 7.345 12.300
C 11.535 8.574 11.464
N 10.967 9.541 12.379
O 10.635 10.736 11.617
C 12.773 9.040 10.644
C 10.445 8.070 10.430
C 13.126 10.854 13.161
H 11.477 10.982 15.413
H 9.965 10.336 14.739
H 10.662 11.769 14.077
H 12.808 9.098 15.129
H 11.290 8.365 14.659
H 13.013 6.737 14.031
H 13.904 7.961 13.138
H 11.006 7.001 12.679
H 12.272 6.627 11.520
H 13.702 9.110 11.199
H 12.914 8.336 9.823
H 12.572 10.008 10.190
H 10.039 8.891 9.843
H 10.922 7.399 9.713
H 9.617 7.552 10.914
H 13.033 11.367 12.210
H 14.029 10.230 13.206
H 13.225 11.616 13.944
H 9.685 10.667 11.576
C 16.278 11.914 19.758
O 15.140 12.403 19.848
N 16.834 11.317 20.981
N 17.180 11.930 18.656
H 16.340 11.511 21.821
H 17.831 11.269 21.056
H 16.918 12.437 17.828
H 17.965 11.313 18.626
C 11.779 13.255 21.385
O 10.979 13.785 22.092
N 11.546 13.108 19.968
N 13.033 12.730 21.862
H 12.249 12.625 19.457
H 10.631 13.177 19.561
H 13.772 12.773 21.156
H 13.324 13.005 22.793
C 17.462 12.155 14.722
O 18.579 12.040 14.256
N 16.458 13.000 14.340
N 16.950 11.064 15.780
H 16.558 13.713 13.630
H 15.687 13.041 15.010
H 16.046 10.664 15.569
H 17.660 10.352 15.860
C 9.248 12.208 17.346
O 9.124 11.034 17.726
N 7.953 12.920 16.880
N 10.466 12.893 17.175
H 7.997 13.778 16.393
H 7.112 12.393 16.690
H 10.499 13.789 16.670
H 11.331 12.316 17.231
C 12.665 10.298 18.386
O 12.850 11.386 17.741
N 13.834 9.664 18.945
N 11.447 9.580 18.401
H 13.803 8.983 19.658
H 14.735 10.078 18.907
H 10.556 9.935 18.012
H 11.525 8.591 18.546
C 9.702 14.861 13.424
C 9.772 15.952 14.400
C 8.468 16.706 14.699
O 10.222 15.446 15.671
H 8.965 14.105 13.690
H 10.659 14.355 13.249
H 9.375 15.410 12.539
H 10.477 16.704 14.055
H 7.644 16.054 15.037
H 8.130 17.436 13.937
H 8.761 17.351 15.535
H 10.306 16.129 16.394
C 14.482 18.679 20.385
C 13.745 17.686 21.243
C 14.181 16.252 21.066
O 13.874 18.013 22.612
H 14.349 18.595 19.286
H 15.541 18.730 20.614
H 14.084 19.658 20.670
H 12.687 17.764 20.926
H 13.664 15.683 21.831
H 15.235 16.190 21.366
H 14.053 15.753 20.111
H 13.174 17.533 23.073
C 11.895 18.446 16.551
C 11.376 18.197 17.933
C 10.706 19.319 18.627
O 10.476 17.097 17.793
H 11.049 18.664 15.898
H 12.356 17.516 16.184
H 12.630 19.232 16.535
H 12.176 17.852 18.597
H 10.278 18.924 19.570
H 9.846 19.657 18.046
H 11.414 20.131 18.848
H 10.532 16.530 18.567
C 13.505 14.794 17.393
C 13.518 14.142 16.018
C 14.007 15.005 14.938
O 14.337 12.934 16.122
H 13.189 15.828 17.527
H 14.519 14.655 17.799
H 12.808 14.124 17.931
H 12.560 13.891 15.578
H 14.146 14.332 14.088
H 14.986 15.428 15.172
H 13.283 15.777 14.684
H 14.194 12.411 16.924
C 13.659 17.530 12.346
C 12.746 16.583 11.560
C 11.598 17.370 11.038
O 13.505 15.818 10.563
H 13.058 18.097 13.065
H 14.115 18.278 11.684
H 14.473 16.995 12.832
H 12.379 15.797 12.252
H 11.931 18.157 10.332
H 11.025 17.872 11.854
H 10.982 16.650 10.497
H 14.037 16.468 10.083
*
```

***

3.
Computed, not measured: a molecular structure, C30H62N6NaO13S3, with the ωB97M-V functional and the def2-TZVPD basis.

Output
Largest force on an atom   0.09613 hartree/bohr
HOMO-LUMO gap   6.743 eV

Structure (ORCA input):
```
! wB97M-V def2-TZVPD RIJCOSX def2/J DEFGRID3
* xyz -1 1
Na -0.834 -0.339 -0.998
C 2.854 0.131 0.605
C 3.598 1.320 0.751
C 2.820 2.765 0.719
O 3.322 3.842 0.694
C 1.420 2.580 0.469
C 0.756 1.406 0.383
C 1.490 0.095 0.609
O 0.824 -0.901 0.904
O -0.508 1.316 0.289
O 4.840 1.348 0.884
H 3.436 -0.791 0.851
H 0.774 3.464 0.374
C -4.561 -5.416 0.620
S -3.259 -5.948 1.725
O -2.146 -6.571 0.930
C -2.720 -4.307 2.161
H -4.836 -6.273 -0.009
H -4.156 -4.559 0.101
H -5.393 -5.011 1.164
H -3.589 -3.761 2.722
H -2.445 -3.657 1.322
H -1.985 -4.475 2.947
C -1.739 -0.547 2.951
S -3.074 -0.458 1.778
O -2.839 -1.541 0.761
C -4.574 -0.995 2.744
H -1.614 -1.514 3.548
H -1.780 0.311 3.578
H -0.908 -0.490 2.259
H -4.719 -0.290 3.527
H -4.472 -2.029 3.056
H -5.310 -0.927 2.017
C -4.822 -1.916 -2.894
S -5.339 -2.984 -4.315
O -5.404 -4.384 -3.864
C -7.093 -2.268 -4.311
H -5.419 -2.286 -2.042
H -5.068 -0.900 -2.986
H -3.773 -2.134 -2.666
H -6.924 -1.268 -4.547
H -7.533 -2.425 -3.313
H -7.604 -2.858 -5.039
C 7.493 2.714 2.221
C 7.042 4.111 2.577
O 7.676 4.809 3.393
N 5.930 4.626 2.005
C 5.525 5.919 2.235
H 6.646 2.042 2.087
H 8.318 2.284 2.838
H 7.816 2.748 1.233
H 5.321 3.982 1.502
H 6.071 6.706 1.708
H 5.659 6.156 3.315
H 4.489 5.890 1.874
C 4.867 0.418 -2.947
C 4.232 1.765 -3.106
O 3.297 2.095 -3.822
N 4.785 2.721 -2.355
C 4.067 4.028 -2.427
H 4.671 0.141 -1.921
H 5.980 0.379 -3.001
H 4.423 -0.268 -3.641
H 5.194 2.454 -1.486
H 4.388 4.625 -3.379
H 4.336 4.707 -1.626
H 3.009 3.847 -2.483
C -3.668 1.948 -1.004
C -3.809 3.001 0.072
O -4.721 3.836 0.136
N -2.854 2.882 1.078
C -2.751 3.779 2.128
H -4.200 2.146 -1.900
H -4.201 1.055 -0.569
H -2.602 1.692 -1.217
H -1.992 2.446 0.757
H -3.766 3.799 2.570
H -2.467 4.747 1.787
H -1.979 3.384 2.753
C 0.822 -0.175 -4.269
C 0.017 0.878 -3.595
O -1.048 0.661 -2.983
N 0.527 2.088 -3.636
C -0.126 3.284 -3.088
H 1.670 -0.301 -3.627
H 1.251 0.274 -5.191
H 0.327 -1.112 -4.464
H 1.450 2.278 -3.859
H 0.605 4.150 -3.066
H -0.509 3.056 -2.093
H -1.032 3.553 -3.622
C 1.441 0.355 4.181
C 1.221 -1.061 4.632
O 0.825 -1.374 5.736
N 1.423 -1.948 3.591
C 0.864 -3.257 3.724
H 0.506 0.797 3.904
H 2.256 0.396 3.399
H 1.847 0.863 5.056
H 1.607 -1.579 2.627
H 0.127 -3.170 4.429
H 1.506 -4.056 4.092
H 0.589 -3.654 2.747
C 0.077 -3.575 0.243
C -0.475 -3.485 -1.154
O -0.472 -2.432 -1.795
N -1.022 -4.595 -1.694
C -1.791 -4.653 -2.932
H 1.170 -3.368 0.153
H -0.191 -4.497 0.722
H -0.413 -2.787 0.892
H -0.950 -5.446 -1.144
H -1.763 -5.677 -3.258
H -1.397 -4.053 -3.717
H -2.853 -4.344 -2.788
*
```